C4H10N2O4 | wB97M-V/def2-TZVPD

Geometry as XYZ:
```
20
Properties=species:S:1:pos:R:3
C 0.48415 1.88525 0.88318
C 0.23180 1.01656 -0.37490
O 1.01191 1.28167 -1.53159
N 0.47415 -0.45554 0.03412
C -0.59215 -1.42570 -0.27751
C -1.81835 -1.04124 0.53825
O -0.74521 -1.57165 -1.63834
N 1.74612 -0.86105 0.15671
O 2.56383 -0.02883 0.44909
O 1.93011 -2.06662 0.08017
H 1.54715 1.94284 1.09820
H -0.24211 1.57722 1.58703
H 0.22507 2.84829 0.54223
H -0.80347 1.11883 -0.65574
H 1.75878 1.88845 -1.23657
H -0.06619 -2.31907 0.02532
H -2.17583 -1.98204 1.10766
H -2.60054 -0.66270 -0.10846
H -1.41770 -0.23070 1.30261
H -1.51150 -0.91399 -1.98147
```

Values from the calculation:
HOMO level in eV: -10.146
E_tot in eV: -15475.794
SMILES: C[C@@H](O)N([C@@H](C)O)[N+](=O)[O-]
Spin multiplicity: 1
ΔE to the lowest compared entry with this formula, charge and spin in kJ/mol: 489.5
LUMO energy in eV: 0.54

***

C4H8O | wB97M-V/def2-TZVPD

Geometry as XYZ:
```
13
Properties=species:S:1:pos:R:3
C -1.71552 1.26014 0.32156
C -1.31172 0.00143 0.32270
O -2.00225 -0.94497 -0.39280
H -2.64628 1.50186 -0.16604
H -1.09506 2.07348 0.65130
H -0.41650 -0.37244 0.81123
H -1.75719 -1.83214 -0.10143
C 2.52983 -0.18663 -0.80019
C 2.40427 0.00486 0.50486
H 2.26834 -1.15995 -1.20706
H 2.79691 0.57849 -1.51036
H 1.87431 -0.70041 1.12546
H 2.76073 0.93789 0.93228
```

Values from the calculation:
HOMO level in eV: -9.016
E_tot in eV: -6323.114
SMILES: C=CO.C=C
Spin multiplicity: 1
ΔE to the lowest compared entry with this formula, charge and spin in kJ/mol: 198.2
LUMO energy in eV: 0.82

***

C6H12O | wB97M-V/def2-TZVPD

Geometry as XYZ:
```
19
Properties=species:S:1:pos:R:3
C 1.60904 1.10287 0.23940
C 0.73055 -0.14226 0.18243
C 1.45235 -1.31288 -0.48802
C -0.55601 0.12265 -0.58017
C -1.69814 -0.79522 -0.28130
C -1.72605 0.66689 0.15485
O -1.48460 1.00051 1.49740
H 1.09358 1.91472 0.76197
H 2.55006 0.89568 0.76171
H 1.85603 1.44436 -0.77396
H 0.47292 -0.43210 1.20976
H 2.39280 -1.54369 0.02356
H 1.68923 -1.07071 -1.53217
H 0.83100 -2.21590 -0.48815
H -0.40042 0.41636 -1.61500
H -2.33932 -1.07582 -1.12124
H -1.64486 -1.50052 0.53090
H -2.65766 0.93173 -0.30232
H -2.17049 1.59333 1.82034
```

Values from the calculation:
HOMO level in eV: -8.983
E_tot in eV: -8462.678
SMILES: CC(C)[C@H]1C[C@H]1O
Spin multiplicity: 1
ΔE to the lowest compared entry with this formula, charge and spin in kJ/mol: 161.7
LUMO energy in eV: 0.86

***

C2H3F2NO | wB97M-V/def2-TZVPD

Geometry as XYZ:
```
9
Properties=species:S:1:pos:R:3
N 1.43980 0.29431 -0.06653
C 0.33288 -0.56188 0.04815
O -0.60985 -0.69439 -0.90426
C -1.21835 0.05436 0.10135
F -2.26373 -0.59080 0.68245
F -1.49344 1.34848 -0.06785
H 1.42094 0.98364 0.60823
H 1.65946 0.62065 -1.00009
H 0.73229 -1.45438 0.59854
```

Values from the calculation:
HOMO level in eV: -9.473
E_tot in eV: -11092.974
SMILES: N[C@@H]1OC1(F)F
Spin multiplicity: 1
ΔE to the lowest compared entry with this formula, charge and spin in kJ/mol: 254.9
LUMO energy in eV: 0.96

***

C4H10O | wB97M-V/def2-TZVPD

Geometry as XYZ:
```
15
Properties=species:S:1:pos:R:3
C -2.07831 -0.47284 3.28204
C -2.35385 -0.14818 2.00361
H -2.85657 -0.83138 3.99393
H -1.07743 -0.59770 3.61028
H -3.31630 -0.18444 1.58651
H -1.57967 0.19086 1.37529
C 2.27706 -0.49799 -2.08551
C 1.59348 0.81140 -1.62802
O 0.18263 0.44485 -1.12815
H 1.99305 -1.39501 -1.37987
H 1.77653 -0.72522 -3.12988
H 3.36312 -0.49702 -1.99179
H 1.49029 1.59441 -2.36317
H 2.01608 1.25625 -0.67436
H 0.09955 -0.52389 -1.43453
```

Values from the calculation:
HOMO level in eV: -9.837
E_tot in eV: -6355.487
SMILES: C=C.CCO
Spin multiplicity: 1
ΔE to the lowest compared entry with this formula, charge and spin in kJ/mol: 223.5
LUMO energy in eV: 1.00

***

C15H15Cl3IIrNO3P | wB97M-V/def2-TZVPD

Geometry as XYZ:
```
40
Properties=species:S:1:pos:R:3
Ir -0.47974 -0.32241 -1.56692
I -2.08823 1.70052 -1.69564
C -0.70748 2.87070 -0.69209
C -0.99791 4.20883 -0.43479
C -0.04201 4.97506 0.21222
C 1.17187 4.39901 0.59126
C 1.45108 3.04737 0.32728
C 2.67856 2.48558 0.70355
C 2.96155 1.14357 0.42139
C 2.03611 0.35298 -0.23118
C 0.78254 0.86495 -0.61776
C 0.48303 2.23564 -0.34626
H -1.94030 4.65174 -0.73067
H -0.23657 6.01837 0.42414
H 1.91254 5.00519 1.09978
H 3.41294 3.09930 1.21240
H 3.91811 0.72500 0.70671
H 2.30292 -0.67009 -0.44974
C 0.24614 -2.74091 1.39082
O -1.02931 -2.42414 0.77365
P -1.49933 -1.02712 0.27362
O -3.00316 -1.22220 -0.02787
C -3.79514 -2.46858 -0.05344
O -1.29706 0.05304 1.37507
C -1.95143 -0.07182 2.69288
H 0.05201 -3.53305 2.10724
H 0.65470 -1.87011 1.90208
H 0.93065 -3.10431 0.62756
H -3.65279 -2.95802 -1.01211
H -4.82396 -2.14818 0.06307
H -3.48511 -3.11073 0.76361
H -1.34433 0.51024 3.37666
H -1.97746 -1.11446 3.00220
H -2.95466 0.33685 2.61841
Cl 2.04132 -3.39165 -5.05788
C 2.28820 -3.61997 -3.33571
Cl 1.66760 -5.16675 -2.77292
Cl 3.95982 -3.36402 -2.86084
C 1.48749 -2.58109 -2.65382
N 0.86682 -1.77431 -2.12597
```

Values from the calculation:
Net charge: +3
HOMO level (alpha / beta) in eV: -18.499 / -19.122
E_tot in eV: -81197.964
Expectation value of S²: 0.781
Spin multiplicity: 2
ΔE to the lowest compared entry with this formula, charge and spin in kJ/mol: 0.0
LUMO energy (alpha / beta) in eV: -11.22 / -13.08

***

Question: The highest ΔE to the lowest compared entry with this formula, charge and spin belongs to which entry?
Answer: C4H10N2O4

***

Question: Which of these has the highest ΔE to the lowest compared entry with this formula, charge and spin?
Answer: C4H10N2O4